Computed, not measured: a molecular structure, C5H6O4Zn at a distorted geometry, with wB97M-V/def2-TZVPD.

Each line ends with the natural charge from an NBO analysis.
CARTESIAN COORDINATES (ANGSTROEM)
O -0.951 -0.871 2.096  -0.617
C -0.432 0.149 2.556  0.409
C -0.818 1.458 1.938  0.347
O -1.534 1.391 0.910  -0.557
Zn -2.328 -0.650 0.736  1.621
H 0.432 0.105 3.236  0.243
H -0.306 2.389 2.211  0.235
C 2.233 -1.365 -1.393  -0.306
C 1.178 -0.614 -1.659  0.011
O 0.181 -0.513 -0.676  -0.460
C -0.926 0.137 -0.804  0.405
O -1.163 0.591 -1.984  -0.605
H 2.338 -1.893 -0.445  0.231
H 1.017 -0.024 -2.558  0.238
H 2.998 -1.487 -2.158  0.264
H -1.919 1.196 -2.005  0.541

- HOMO (hartree) = -0.63620
- gap between HOMO and LUMO (eV) = 5.870
- total energy (a.u.) = -2273.5864
- energy relative to the best compared isomer or geometry (same formula, charge and spin) (eV) = 0.000
- net charge = +2


Computed, not measured: 2 unconnected molecules or ions with the total composition C5H6OS at a distorted geometry, with wB97M-V/def2-TZVPD.

Each line ends with the natural charge from an NBO analysis.
CARTESIAN COORDINATES (ANGSTROEM)
C 0.221 0.693 -0.047  -0.211
C -0.913 1.050 -0.110  -0.159
C 2.291 -0.137 -0.066  0.302
C -2.175 1.797 0.042  -0.679
C 0.923 -2.132 -0.021  -0.261
O 2.174 -1.410 -0.228  -0.484
S 3.425 0.914 -0.060  0.165
H -2.492 2.383 -0.930  0.230
H -2.901 1.139 0.499  0.228
H -2.066 2.531 0.779  0.227
H 0.406 -1.973 0.905  0.210
H 1.027 -3.123 0.011  0.199
H 0.082 -1.730 -0.773  0.233

- HOMO (hartree) = -0.34090
- gap between HOMO and LUMO (eV) = 9.236
- total energy (a.u.) = -667.3185
- energy relative to the best compared isomer or geometry (same formula, charge and spin) (eV) = 5.977
- net charge = 0


Computed, not measured: C5H6OS2 in the gas phase at a distorted geometry, with wB97M-V/def2-TZVPD.

Each line ends with the natural charge from an NBO analysis.
CARTESIAN COORDINATES (ANGSTROEM)
C 3.139 -0.504 -0.058  -0.629
C 1.646 -0.335 -0.041  -0.220
C 0.809 -1.346 0.123  0.076
O -0.568 -1.280 0.024  -0.472
C -1.260 -0.136 0.141  0.217
S -2.844 -0.102 -0.216  -0.017
C -0.486 1.036 0.680  -0.624
S 1.033 1.305 -0.264  0.288
H 3.618 0.024 0.753  0.226
H 3.555 -0.146 -1.013  0.227
H 3.393 -1.571 0.046  0.222
H 1.136 -2.370 0.304  0.208
H -1.073 1.906 0.632  0.259
H -0.202 0.856 1.712  0.240

- HOMO (hartree) = -0.31608
- SMILES = CC1=COC(=S)CS1
- gap between HOMO and LUMO (eV) = 8.628
- total energy (a.u.) = -1065.7039
- energy relative to the best compared isomer or geometry (same formula, charge and spin) (eV) = 0.676
- net charge = 0


Computed, not measured: a molecular structure, C5H6OS2 at a distorted geometry, with wB97M-V/def2-TZVPD.

Each line ends with the natural charge from an NBO analysis.
CARTESIAN COORDINATES (ANGSTROEM)
C -1.771 1.283 -0.894  -0.645
C -0.649 0.275 -0.502  -0.222
C 0.587 0.635 -0.741  0.060
C 1.702 -1.085 0.353  0.196
C 0.598 -1.226 1.366  -0.594
H -2.716 1.100 0.036  0.231
H -2.196 0.830 -1.899  0.238
H -1.185 2.453 -0.926  0.240
H 0.777 1.667 -0.997  0.199
H 0.717 -2.193 1.794  0.267
H 0.731 -0.307 2.036  0.240
O 1.720 -0.075 -0.558  -0.460
S 2.801 -2.265 0.341  0.004
S -1.117 -1.093 0.591  0.246

- HOMO (hartree) = -0.31915
- gap between HOMO and LUMO (eV) = 8.483
- total energy (a.u.) = -1065.6223
- energy relative to the best compared isomer or geometry (same formula, charge and spin) (eV) = 2.897
- net charge = 0


Computed, not measured: C5H6S in the gas phase at a distorted geometry, with wB97M-V/def2-TZVPD.

Each line ends with the natural charge from an NBO analysis.
CARTESIAN COORDINATES (ANGSTROEM)
C 2.864 -0.926 -0.159  -0.329
C 2.546 0.345 -0.006  -0.266
C 1.167 0.842 0.091  -0.119
C 0.107 0.009 0.320  -0.277
C -1.185 0.474 -0.147  -0.283
S -2.652 -0.313 -0.026  -0.001
H 2.002 -1.656 -0.148  0.200
H 3.959 -1.335 -0.238  0.223
H 3.249 1.137 -0.060  0.209
H 0.964 1.894 0.138  0.211
H 0.414 -0.950 0.833  0.231
H -1.154 1.454 -0.702  0.202

- HOMO (hartree) = -0.31554
- SMILES = C=C/C=C/C=S
- gap between HOMO and LUMO (eV) = 7.403
- total energy (a.u.) = -592.2087
- energy relative to the best compared isomer or geometry (same formula, charge and spin) (eV) = 1.718
- net charge = 0


Computed, not measured: C5H6S in the gas phase at a distorted geometry, with wB97M-V/def2-TZVPD.

Each line ends with the natural charge from an NBO analysis.
CARTESIAN COORDINATES (ANGSTROEM)
C 3.002 0.027 -0.336  -0.184
C 1.865 0.026 0.335  -0.032
C 0.505 0.321 0.696  -0.370
S -0.097 1.981 -0.078  0.059
C -0.579 0.145 -0.301  -0.252
C -1.952 -0.493 -0.089  -0.644
H 3.952 -0.142 -0.663  0.225
H 0.079 0.282 1.813  0.265
H 0.040 -0.196 -1.254  0.234
H -2.613 -0.414 -0.963  0.235
H -1.895 -1.700 0.035  0.233
H -2.308 0.165 0.806  0.230

- HOMO (hartree) = -0.32673
- SMILES = C#C[C@H]1S[C@@H]1C
- gap between HOMO and LUMO (eV) = 9.314
- total energy (a.u.) = -592.1451
- energy relative to the best compared isomer or geometry (same formula, charge and spin) (eV) = 3.449
- net charge = 0


Computed, not measured: a molecular structure, C5H6S2 at a distorted geometry, with wB97M-V/def2-TZVPD.

Each line ends with the natural charge from an NBO analysis.
CARTESIAN COORDINATES (ANGSTROEM)
C -0.412 2.685 0.569  -0.356
C 0.330 1.764 0.532  -0.098
C 0.534 -0.668 -0.794  -0.449
C -0.907 -1.152 -0.551  -0.498
C 1.027 -0.127 0.573  -0.282
S -0.984 -2.127 0.990  0.085
S 0.421 -0.955 1.994  0.198
H -0.634 3.673 0.450  0.218
H 1.100 -1.496 -1.265  0.229
H 0.489 0.099 -1.464  0.240
H -1.619 -0.267 -0.442  0.231
H -1.335 -1.779 -1.208  0.223
H 1.990 0.351 0.615  0.259

- HOMO (hartree) = -0.30362
- gap between HOMO and LUMO (eV) = 8.725
- total energy (a.u.) = -990.3262
- energy relative to the best compared isomer or geometry (same formula, charge and spin) (eV) = 3.778
- net charge = 0


Computed, not measured: 2 unconnected molecules or ions with the total composition C5H6S2 at a distorted geometry, with wB97M-V/def2-TZVPD.

Each line ends with the natural charge from an NBO analysis.
CARTESIAN COORDINATES (ANGSTROEM)
C 0.269 -0.698 -1.695  -0.247
C 1.180 -1.019 -0.935  0.002
C -1.834 2.068 0.141  -0.590
C 1.687 -1.486 0.331  -0.693
C -1.120 0.972 0.772  -0.458
S -3.325 2.439 -0.349  0.344
S -0.149 2.398 0.245  0.282
H 2.614 -0.893 0.752  0.232
H 2.130 -2.372 0.143  0.233
H 0.945 -1.592 1.206  0.239
H -1.004 0.107 0.248  0.212
H -0.165 -0.527 -2.637  0.233
H -1.228 0.604 1.779  0.210

- HOMO (spin up / spin down) (hartree) = -0.23164 / -0.33469
- gap between HOMO and LUMO (spin up / spin down) (eV) = 6.934 / 6.608
- total energy (a.u.) = -990.2455
- energy relative to the best compared isomer or geometry (same formula, charge and spin) (eV) = 2.725
- 2S+1 = 3
- net charge = 0


Computed, not measured: 30 unconnected molecules or ions with the total composition C5H73FN4O31S2 at a distorted geometry, with wB97M-V/def2-TZVPD.

Each line ends with the Mulliken charge.
CARTESIAN COORDINATES (ANGSTROEM)
C 5.720 1.919 0.304  -1.251
C 4.202 1.819 0.464  0.396
S 3.769 2.720 1.976  -0.278
C 1.980 3.060 1.880  -0.711
N 1.362 2.930 0.541  0.852
C -0.025 2.390 0.567  -1.913
C -0.096 0.940 0.015  0.897
N 1.134 0.227 0.310  -0.306
N -1.230 0.225 0.556  0.142
N -0.203 0.978 -1.453  -0.177
S 1.472 4.301 -0.306  1.081
O 2.737 4.898 -0.108  -0.633
O 0.329 5.146 -0.167  -0.627
F 1.390 3.751 -1.766  -0.251
H 6.184 1.299 1.074  0.353
H 6.045 2.950 0.445  0.387
H 6.042 1.536 -0.660  0.211
H 3.921 0.773 0.569  0.125
H 3.677 2.222 -0.400  0.004
H 1.503 2.314 2.507  0.309
H 1.859 4.067 2.278  0.566
H -0.443 2.449 1.571  0.190
H -0.640 3.009 -0.080  0.154
H 1.203 0.045 1.308  0.078
H 1.115 -0.660 -0.184  0.226
H -2.029 0.812 0.760  0.170
H -0.975 -0.333 1.356  -0.107
H 0.740 1.005 -1.829  -0.164
H -0.695 1.808 -1.765  0.228
O 0.008 -0.939 3.348  -0.194
H 0.408 -1.786 3.593  0.209
H -0.315 -0.561 4.173  0.037
O 2.036 -2.837 2.596  -0.556
H 2.307 -3.676 2.203  0.301
H 2.500 -2.174 2.075  0.259
O -2.847 1.849 2.716  -0.514
H -3.735 1.530 2.892  0.281
H -2.362 1.773 3.550  0.319
O -0.932 -3.199 0.952  -0.402
H -1.502 -2.676 0.373  0.164
H -0.596 -2.550 1.584  0.272
O -1.606 -1.107 -2.630  -0.524
H -1.374 -0.989 -3.556  0.197
H -0.922 -0.594 -2.132  0.423
O 7.424 0.239 -1.904  -0.590
H 7.877 0.637 -2.653  0.285
H 7.316 -0.685 -2.148  0.281
O 3.167 -5.443 1.381  -0.643
H 3.209 -5.829 0.496  0.322
H 2.631 -6.065 1.885  0.316
O 2.896 7.540 -1.679  -0.734
H 2.945 7.186 -2.574  0.346
H 2.505 6.826 -1.160  0.339
O -2.819 3.700 -1.075  -0.587
H -3.359 4.163 -1.724  0.277
H -2.567 4.388 -0.449  0.287
O 0.082 7.783 -2.338  -0.680
H -0.285 7.091 -1.777  0.322
H 0.978 7.919 -1.989  0.381
O -1.300 1.790 5.301  -0.748
H -1.057 1.121 5.956  0.308
H -0.478 1.960 4.822  0.329
O -0.379 1.979 8.053  -0.575
H -0.656 2.833 7.707  0.315
H -0.613 1.992 8.986  0.285
O -4.399 -1.343 -1.152  -0.576
H -4.241 -1.953 -0.419  0.278
H -3.563 -1.382 -1.636  0.275
O -1.161 -1.097 6.540  -0.555
H -2.050 -1.421 6.717  0.249
H -0.706 -1.206 7.383  0.266
O -2.581 -4.114 -3.181  -0.601
H -2.276 -3.246 -2.875  0.267
H -2.603 -4.031 -4.141  0.316
O 1.891 -0.467 6.276  -0.534
H 1.020 -0.816 6.481  0.256
H 2.407 -0.550 7.084  0.252
O 1.885 1.055 -3.873  -0.652
H 1.902 1.947 -3.504  0.315
H 1.845 1.198 -4.825  0.287
O 0.991 -4.865 -0.626  -0.585
H 0.713 -4.108 -1.152  0.231
H 0.611 -4.675 0.244  0.301
O 4.792 0.471 -3.435  -0.603
H 5.019 0.121 -4.302  0.284
H 3.825 0.496 -3.433  0.348
O -4.176 -5.253 -5.816  -0.610
H -4.051 -5.550 -4.908  0.318
H -4.662 -5.970 -6.235  0.295
O 4.295 -6.237 -1.303  -0.628
H 4.665 -5.348 -1.293  0.304
H 4.804 -6.707 -1.970  0.285
O -1.592 -6.949 -2.199  -0.626
H -1.734 -6.134 -2.699  0.337
H -1.923 -6.758 -1.315  0.320
O -5.851 0.405 -3.532  -0.658
H -5.647 0.062 -2.654  0.293
H -6.358 -0.310 -3.937  0.354
O -8.068 -1.408 -3.366  -0.621
H -8.966 -1.118 -3.550  0.305
H -8.100 -1.759 -2.470  0.307
O -0.531 -7.076 0.689  -0.623
H -0.270 -7.929 0.329  0.322
H -0.103 -6.421 0.123  0.385
O -2.335 8.817 -3.785  -0.631
H -1.573 8.445 -3.319  0.371
H -2.981 8.107 -3.825  0.293
O 2.479 1.179 4.293  -0.512
H 2.188 0.669 5.067  0.318
H 3.227 0.682 3.952  0.256
O -4.624 -0.471 -6.565  -0.646
H -4.413 -1.383 -6.345  0.304
H -4.778 -0.048 -5.710  0.341
O -3.658 -2.257 1.512  -0.563
H -3.390 -3.173 1.653  0.305
H -3.829 -1.911 2.393  0.227

- HOMO (hartree) = -0.30461
- gap between HOMO and LUMO (eV) = 7.600
- total energy (a.u.) = -3682.0041
- net charge = 0


Computed, not measured: a molecular structure, C5H7AgO7 at a distorted geometry, with wB97M-V/def2-TZVPD.

Each line ends with the natural charge from an NBO analysis.
CARTESIAN COORDINATES (ANGSTROEM)
Ag -6.565 -9.427 -3.991  1.302
C -9.218 -10.859 -6.793  -0.726
C -8.219 -10.184 -5.867  0.762
O -8.705 -9.628 -4.837  -0.729
O -6.982 -10.231 -6.115  -0.744
H -9.966 -10.162 -7.243  0.221
H -9.837 -11.481 -6.163  0.227
H -8.738 -11.434 -7.578  0.213
C -3.165 -10.747 -1.836  -0.727
C -4.491 -10.792 -2.646  0.787
O -4.572 -9.775 -3.505  -0.798
O -5.347 -11.581 -2.539  -0.649
H -2.754 -11.716 -1.647  0.207
H -3.390 -10.165 -0.915  0.229
H -2.396 -10.165 -2.407  0.217
O -7.221 -7.078 -0.696  -0.733
C -7.350 -7.573 -1.963  0.957
O -7.960 -6.981 -2.852  -0.727
O -6.917 -8.776 -2.071  -0.773
H -7.778 -6.314 -0.495  0.484

- HOMO (spin up / spin down) (hartree) = -0.20475 / -0.21739
- gap between HOMO and LUMO (spin up / spin down) (eV) = 9.001 / 7.814
- total energy (a.u.) = -868.4741
- 2S+1 = 2
- net charge = -1


Computed, not measured: 2 unconnected molecules or ions with the total composition C5H7BF4NO2P at a distorted geometry, with wB97M-V/def2-TZVPD.

Each line ends with the natural charge from an NBO analysis.
CARTESIAN COORDINATES (ANGSTROEM)
O 3.709 0.847 1.311  -1.043
P 3.221 1.092 -0.058  1.516
C 1.395 0.928 -0.216  -0.316
C 0.825 -0.331 -0.183  -0.181
C -0.552 -0.439 -0.320  0.097
N -1.292 0.650 -0.482  -0.394
C -0.776 1.887 -0.495  0.006
C 0.591 2.060 -0.362  0.274
O 1.141 3.303 -0.392  -0.658
H 3.488 2.374 -0.560  -0.053
H 3.685 0.114 -0.959  -0.068
H 1.419 -1.221 -0.061  0.272
H -1.021 -1.414 -0.324  0.322
H -2.293 0.521 -0.591  0.466
H -1.429 2.734 -0.631  0.238
H 0.626 3.882 0.181  0.502
B -2.566 -3.416 0.840  1.344
F -3.072 -4.673 0.553  -0.559
F -1.205 -3.349 0.415  -0.597
F -3.267 -2.401 0.125  -0.600
F -2.626 -3.148 2.207  -0.569

- HOMO (hartree) = -0.39359
- gap between HOMO and LUMO (eV) = 8.236
- total energy (a.u.) = -1165.8230
- net charge = 0


Computed, not measured: a molecular structure, C5H7BF6N6O4PdS2 at a distorted geometry, with wB97M-V/def2-TZVPD.

Each line ends with the natural charge from an NBO analysis.
CARTESIAN COORDINATES (ANGSTROEM)
Pd -0.468 0.246 0.127  1.273
F -5.206 1.806 -0.781  -0.294
C -4.210 1.816 -1.657  0.748
F -4.093 3.018 -2.194  -0.291
F -4.453 0.931 -2.611  -0.292
S -2.666 1.406 -0.755  2.159
O -2.389 2.464 0.165  -0.870
O -2.854 0.060 -0.197  -0.885
N -1.604 1.246 -1.961  -1.196
S -0.212 2.061 -2.107  2.194
O 0.324 2.364 -0.781  -0.922
O -0.260 3.067 -3.111  -0.866
C 0.897 0.732 -2.839  0.741
F 0.265 -0.424 -2.984  -0.296
F 1.926 0.556 -2.011  -0.306
F 1.332 1.163 -4.013  -0.288
B 0.181 2.080 3.062  -0.605
C 0.801 0.978 2.147  0.409
N 1.257 0.152 1.443  -0.714
H -0.072 3.014 2.330  0.056
H -0.814 1.588 3.558  0.037
H 1.064 2.327 3.863  0.048
N 2.873 -2.343 1.290  -0.793
C 2.246 -3.521 1.184  0.664
N 2.938 -4.648 1.407  -0.768
N 0.975 -3.658 0.871  -0.633
C 0.248 -2.660 0.504  0.595
N -0.531 -1.874 0.145  -0.588
H 3.826 -2.298 1.603  0.403
H 2.321 -1.482 1.324  0.451
H 3.902 -4.643 1.681  0.404
H 2.458 -5.523 1.296  0.424

- HOMO (spin up / spin down) (hartree) = -0.37056 / -0.37109
- gap between HOMO and LUMO (spin up / spin down) (eV) = 9.984 / 6.288
- total energy (a.u.) = -2372.3993
- energy relative to the best compared isomer or geometry (same formula, charge and spin) (eV) = 0.000
- 2S+1 = 3
- net charge = 0